Record 1
C20H26GaN5O3S2 | ωB97M-V/def2-TZVPD

Last column: Löwdin charge in e.
CARTESIAN COORDINATES (ANGSTROEM)
Ga (-0.25250, 0.12602, 0.42490)  0.327
O (-1.91192, 0.17092, 1.77184)  -0.335
S (-0.98350, 0.06092, 2.94046)  0.681
O (-0.74010, -1.25613, 3.43289)  -0.245
N (0.32008, 0.70643, 2.18949)  -0.114
C (1.63783, 0.37444, 2.53683)  -0.237
C (2.15632, 0.33280, 3.80394)  0.027
C (3.51790, 0.02884, 4.00211)  -0.024
C (4.34947, -0.21450, 2.94682)  -0.002
C (3.83829, -0.20462, 1.62965)  -0.125
C (4.61296, -0.48657, 0.48766)  0.048
C (4.02242, -0.51913, -0.74920)  -0.010
C (2.65157, -0.28036, -0.85222)  -0.086
N (1.89089, 0.01634, 0.18694)  0.054
C (2.46644, 0.07072, 1.42728)  -0.136
C (-1.51226, 1.14837, 4.20519)  -0.292
C (-1.79084, 0.62426, 5.45873)  -0.035
C (-2.15276, 1.50153, 6.47030)  -0.036
C (-2.20937, 2.86492, 6.21882)  -0.034
C (-1.92744, 3.37230, 4.95344)  -0.042
C (-1.57575, 2.51075, 3.93124)  -0.054
H (1.51403, 0.54239, 4.65068)  0.128
H (3.90329, -0.00057, 5.01283)  0.125
H (5.39980, -0.42198, 3.10614)  0.130
H (5.67161, -0.68915, 0.59770)  0.140
H (4.59147, -0.74062, -1.64070)  0.124
H (2.17047, -0.34129, -1.82065)  0.107
H (-1.71833, -0.44356, 5.62476)  0.124
H (-2.38605, 1.11723, 7.45393)  0.123
H (-2.46834, 3.54652, 7.01853)  0.122
H (-1.97375, 4.43762, 4.77172)  0.119
H (-1.34490, 2.87329, 2.93828)  0.093
N (-0.57867, -0.16309, -1.85984)  0.056
N (-1.18605, -1.37016, -2.17810)  -0.016
C (-1.24566, -2.36792, -1.27910)  -0.736
N (-1.81079, -3.50278, -1.65037)  0.157
S (-0.59898, -2.22639, 0.28623)  0.926
H (-1.16849, 0.60588, -2.15152)  0.102
H (0.31475, -0.08651, -2.33419)  0.110
H (-1.56503, -1.49039, -3.10553)  0.178
H (-2.22373, -3.64709, -2.55871)  0.140
H (-1.86821, -4.25722, -0.98471)  0.129
C (-0.00258, 4.30703, -0.85462)  -0.043
C (0.12217, 3.08785, 0.03898)  -0.205
O (-0.83404, 2.03339, -0.29633)  -0.240
C (-2.22852, 2.41911, -0.09274)  -0.196
C (-3.16678, 1.44226, -0.77070)  -0.043
H (0.92102, 4.88100, -0.79127)  0.098
H (-0.81409, 4.96454, -0.55117)  0.084
H (-0.14751, 4.01497, -1.89570)  0.095
H (0.00652, 3.34920, 1.09131)  0.121
H (1.09949, 2.62470, -0.08847)  0.115
H (-2.35798, 3.41342, -0.50785)  0.127
H (-2.43298, 2.43804, 0.97742)  0.114
H (-3.07395, 1.47280, -1.85934)  0.088
H (-4.18914, 1.72316, -0.52241)  0.109
H (-3.01517, 0.42679, -0.39601)  0.065

Cartesian forces (eV/Å) of the 3 atoms listed first:
Ga 0.5 0.1 -0.8
O 0.0 0.1 0.1
S 0.2 0.3 -0.1

Calculated values
Net charge: +2
HOMO in eV: -13.899
Energy above the lowest of the compared OMol25 structures with the same formula, charge and spin in eV: 0.545



Record 2
C3H2ErO4 | ωB97M-V/def2-TZVPD

Last column: Löwdin charge in e.
CARTESIAN COORDINATES (ANGSTROEM)
C (-1.50564, -0.23021, 0.77187)  0.017
C (-1.01802, 0.16320, -1.20190)  0.055
O (-0.30530, 1.05837, -1.52031)  -0.106
O (-2.33920, -1.08290, 0.91167)  0.329
H (-1.53874, 0.68079, 1.40247)  0.231
H (-0.16855, -0.96183, -0.60075)  0.110
O (1.61306, -0.42293, 0.87146)  -0.082
O (2.51269, 0.12250, 0.02007)  -0.210
C (0.69582, -1.18389, 0.88687)  0.286
Er (2.05388, 1.85692, -1.54146)  2.369

Cartesian forces (eV/Å) of the 3 atoms listed first:
C -8.9 -5.7 2.1
C 1.0 -0.3 0.9
O 1.8 0.9 -0.5

Calculated values
⟨S²⟩: 3.76
Net charge: +3
Spin multiplicity: 4
HOMO (alpha / beta) in eV: -21.514 / -21.539



Record 3
C5H8O | ωB97M-V/def2-TZVPD

Last column: Löwdin charge in e.
CARTESIAN COORDINATES (ANGSTROEM)
C (-1.08967, 0.21381, -0.89410)  -0.013
C (1.17512, 1.14292, -0.40932)  -0.006
C (1.23823, 0.33224, 0.69883)  -0.289
O (0.19995, 0.33048, 1.63153)  -0.050
C (-0.05063, -0.91140, 1.03706)  -0.204
C (-0.81363, -0.99272, -0.12724)  -0.263
H (-1.45155, 0.11687, -1.91454)  0.081
H (-1.32544, 1.12741, -0.36693)  0.074
H (2.02193, 1.12164, -1.09157)  0.057
H (0.58901, 2.05209, -0.39599)  0.055
H (2.13041, -0.21697, 0.99602)  0.125
H (0.19851, -1.78294, 1.63626)  0.127
H (-0.83344, -1.94294, -0.65613)  0.130
H (-1.98881, -0.59048, -0.14386)  0.175

Cartesian forces (eV/Å) of the 3 atoms listed first:
C -0.1 0.0 0.0
C 0.1 0.0 0.2
C 0.3 0.3 -0.3

Calculated values
HOMO in eV: -7.633
Energy above the lowest of the compared OMol25 structures with the same formula, charge and spin in eV: 5.555



Record 4
C34H28Cl2F6NO2P2Pd | ωB97M-V/def2-TZVPD

Last column: Löwdin charge in e.
CARTESIAN COORDINATES (ANGSTROEM)
Pd (0.06576, 0.88927, 0.61793)  0.472
C (4.49644, -0.19018, 0.04654)  -0.551
P (2.60426, -0.34296, 0.13606)  0.991
C (2.11583, 1.07472, 1.17114)  -0.541
C (1.36356, 0.82326, 2.36334)  -0.228
C (1.14883, 1.88618, 3.29127)  -0.103
C (1.67094, 3.12998, 3.08516)  -0.120
C (2.44366, 3.38637, 1.92056)  -0.140
C (2.64547, 2.40174, 0.99364)  -0.131
C (2.24543, 0.18946, -1.60532)  -0.381
C (2.74002, -0.63672, -2.62184)  -0.136
C (2.44853, -0.40270, -3.95924)  -0.102
C (1.63246, 0.66660, -4.31586)  -0.104
C (1.12392, 1.48950, -3.32058)  -0.081
C (1.43138, 1.25838, -1.98159)  -0.108
P (5.27956, -1.51448, 1.04663)  0.984
C (4.62967, -1.13547, 2.72535)  -0.416
C (4.92372, 0.05765, 3.39029)  -0.094
C (4.38949, 0.32721, 4.64052)  -0.082
C (3.53919, -0.59655, 5.24536)  -0.094
C (3.22906, -1.78216, 4.59437)  -0.095
C (3.77745, -2.05041, 3.33994)  -0.119
C (7.00071, -0.88353, 1.20130)  -0.399
C (7.56595, -0.04699, 0.23963)  -0.103
C (8.89718, 0.35803, 0.33046)  -0.095
C (9.68278, -0.06158, 1.39309)  -0.107
C (9.13044, -0.89305, 2.36484)  -0.095
C (7.80824, -1.30225, 2.26458)  -0.111
H (4.80657, 0.80205, 0.38943)  0.041
H (4.81192, -0.30923, -0.99002)  0.023
H (1.18685, -0.19135, 2.69408)  0.075
H (0.56398, 1.68549, 4.18158)  0.103
H (1.49228, 3.91865, 3.80646)  0.094
H (2.86720, 4.37272, 1.75737)  0.095
H (3.23280, 2.61619, 0.10588)  0.101
H (3.35195, -1.49615, -2.36188)  0.098
H (2.84250, -1.06757, -4.71956)  0.096
H (1.38692, 0.84786, -5.35612)  0.095
H (0.46328, 2.31032, -3.57512)  0.103
H (0.99207, 1.90158, -1.22524)  0.051
H (5.57160, 0.78934, 2.91624)  0.111
H (4.60839, 1.26842, 5.12976)  0.102
H (3.10704, -0.37981, 6.21582)  0.099
H (2.55832, -2.49774, 5.05609)  0.098
H (3.52458, -2.96981, 2.82181)  0.092
H (6.96310, 0.30552, -0.58909)  0.088
H (9.31267, 1.01220, -0.42764)  0.098
H (10.71467, 0.26017, 1.47013)  0.095
H (9.73336, -1.21974, 3.20474)  0.097
H (7.38966, -1.94365, 3.03469)  0.104
F (-4.46638, 0.17610, -1.05067)  0.128
C (-4.56111, 0.69882, 0.17872)  -0.566
F (-5.44879, 1.70106, 0.10813)  0.128
F (-5.11446, -0.25383, 0.96630)  0.118
C (-3.22716, 1.13634, 0.77543)  -0.646
O (-3.29898, 2.02409, 1.62778)  -0.011
O (-2.22275, 0.52815, 0.30192)  -0.111
Cl (-0.66378, 6.34854, -0.68887)  0.471
C (0.08759, 4.84870, -0.05121)  -1.035
Cl (-1.04531, 3.58796, 0.30704)  0.648
H (0.61282, 5.09129, 0.86112)  0.003
H (0.77652, 4.48025, -0.79963)  0.014
F (-1.24546, -6.60250, 0.01859)  0.142
C (-0.20414, -5.96783, -0.53981)  -0.599
F (-0.15364, -6.34594, -1.82374)  0.134
F (0.89789, -6.44557, 0.05704)  0.143
C (-0.30732, -4.47599, -0.38517)  -0.127
C (-0.28902, -3.64341, -1.48278)  0.010
C (-0.34681, -2.27283, -1.25663)  -0.113
N (-0.41125, -1.73543, -0.04520)  0.050
C (-0.45437, -2.55610, 1.00188)  -0.120
C (-0.40634, -3.93318, 0.88563)  0.003
H (-0.22150, -4.03600, -2.48836)  0.116
H (-0.31528, -1.57424, -2.08867)  0.115
H (-0.51436, -2.07942, 1.97500)  0.109
H (-0.43846, -4.56330, 1.76725)  0.122

Cartesian forces (eV/Å) of the 3 atoms listed first:
Pd -0.3 -0.3 0.5
C -0.2 0.2 0.2
P 0.2 0.0 -0.1

Calculated values
Net charge: -1
HOMO in eV: -4.229
Energy above the lowest of the compared OMol25 structures with the same formula, charge and spin in eV: 0.000



Record 5
C2H8N3P | ωB97M-V/def2-TZVPD

Last column: Löwdin charge in e.
CARTESIAN COORDINATES (ANGSTROEM)
H (0.68037, 0.42736, -0.82075)  -0.031
N (-0.03127, -0.05997, -1.37882)  0.062
C (-1.12166, -0.17781, -0.78158)  -0.319
C (-1.48580, 0.61100, 0.45946)  -0.091
H (-1.85058, -0.93557, -1.01627)  0.091
H (-0.61731, 1.26929, 0.70081)  0.071
H (-2.30936, 1.24110, 0.20978)  0.053
H (-1.66533, -0.11787, 1.31373)  0.094
H (2.84327, 2.10108, 0.92562)  -0.074
N (2.77842, 1.11436, 0.92687)  -0.333
P (3.25326, 0.41015, -0.38181)  0.690
N (2.61956, -1.22241, -0.16986)  -0.254
H (2.77702, -2.08423, -0.75778)  0.058
H (1.79736, -1.00133, 0.38848)  -0.019

Cartesian forces (eV/Å) of the 3 atoms listed first:
H -0.8 0.7 -0.4
N 1.1 -1.2 -0.8
C -0.1 0.7 2.0

Calculated values
SMILES string: [H]/N=C\C.[H]/N=P/N
HOMO in eV: -9.338
Energy above the lowest of the compared OMol25 structures with the same formula, charge and spin in eV: 1.072



Record 6
C5H11ClFNOS | ωB97M-V/def2-TZVPD

Last column: Löwdin charge in e.
CARTESIAN COORDINATES (ANGSTROEM)
N (-1.80926, -1.66485, -3.26552)  0.057
C (-1.29901, -2.85090, -2.65382)  -0.327
C (-0.10153, -2.72652, -1.76512)  -0.293
F (0.35190, -1.45723, -1.52083)  0.010
C (-1.41132, -3.09188, -1.15840)  -0.612
Cl (-1.64711, -4.71627, -0.53360)  0.614
H (-1.35945, -0.84344, -2.87619)  0.073
H (-2.81206, -1.57982, -3.14065)  0.082
H (-1.33029, -3.74589, -3.27437)  0.137
H (0.70233, -3.45410, -1.81264)  0.148
H (-1.90856, -2.32936, -0.56769)  0.112
O (2.67849, 2.48587, 1.71078)  -0.094
C (1.31014, 2.13696, 1.80269)  -0.350
C (0.47088, 3.23681, 2.44425)  -0.561
S (1.00145, 3.62136, 4.13824)  0.691
H (2.76087, 3.18840, 1.05366)  0.092
H (1.26986, 1.23380, 2.41508)  0.115
H (0.89474, 1.89568, 0.81286)  0.115
H (0.49800, 4.14077, 1.82777)  0.067
H (-0.57387, 2.91783, 2.50951)  0.070
H (2.31381, 3.60279, 3.85398)  -0.145

Cartesian forces (eV/Å) of the 3 atoms listed first:
N -0.1 0.1 0.1
C 0.0 -0.2 -0.1
C 0.0 -0.3 0.0

Calculated values
SMILES string: N[C@H]1[C@@H](F)[C@@H]1Cl.OCCS
HOMO in eV: -9.021



Record 7
C23H24Cl2N4O3S | ωB97M-V/def2-TZVPD

Last column: Löwdin charge in e.
CARTESIAN COORDINATES (ANGSTROEM)
C (-1.09202, 3.94791, 1.41209)  0.026
C (-0.22059, 4.92982, 1.29547)  -0.149
C (1.17757, 4.81176, 0.75311)  -0.158
N (1.51650, 3.52267, 0.21447)  -0.003
C (1.46221, 3.06821, -1.07530)  -0.315
C (0.73029, 3.70532, -2.19386)  -0.075
C (-0.67829, 3.06790, -2.26355)  -0.150
N (-0.61130, 1.63270, -2.38637)  0.076
C (-0.50758, 0.82782, -1.29837)  -0.454
O (-0.72060, 1.20261, -0.16136)  0.057
C (-0.20837, -0.60137, -1.62275)  -0.139
C (0.90758, -1.22241, -1.07468)  -0.009
C (1.14307, -2.56147, -1.31965)  -0.080
C (0.25964, -3.29514, -2.09738)  -0.686
Cl (0.53773, -4.96923, -2.36401)  0.710
C (-0.85063, -2.66958, -2.65738)  -0.681
Cl (-1.94528, -3.56084, -3.64895)  0.692
C (-1.08270, -1.32446, -2.42326)  -0.052
N (1.98054, 1.87378, -1.15010)  0.077
N (2.37247, 1.50099, 0.07903)  0.035
C (2.08194, 2.47999, 0.89127)  -0.623
S (2.30713, 2.47425, 2.61346)  0.986
C (2.41462, 0.67671, 2.84033)  -0.421
C (1.06322, 0.01777, 2.59299)  -0.267
O (1.27624, -1.37639, 2.64018)  -0.049
C (0.37651, -2.20013, 2.02135)  -0.279
C (0.75901, -3.53811, 1.90794)  -0.007
C (-0.06522, -4.45222, 1.29590)  -0.013
C (-1.29952, -4.05798, 0.77529)  -0.297
O (-2.03560, -5.04056, 0.17745)  -0.099
C (-3.30439, -4.71038, -0.32878)  -0.095
C (-1.68392, -2.73153, 0.89674)  -0.013
C (-0.85461, -1.80902, 1.51901)  -0.017
H (-2.07049, 4.12098, 1.82604)  0.062
H (-0.87893, 2.93922, 1.10048)  0.034
H (-0.45919, 5.93401, 1.62109)  0.098
H (1.88395, 5.02627, 1.56498)  0.115
H (1.33061, 5.56431, -0.02938)  0.126
H (1.26441, 3.50673, -3.12404)  0.121
H (0.63410, 4.78119, -2.05131)  0.111
H (-1.22501, 3.47303, -3.11786)  0.122
H (-1.22428, 3.29050, -1.34349)  0.112
H (-0.24564, 1.27042, -3.25396)  0.151
H (1.60142, -0.64473, -0.48451)  0.099
H (2.00591, -3.05058, -0.89798)  0.116
H (-1.95513, -0.85366, -2.85050)  0.117
H (3.15295, 0.29983, 2.13425)  0.080
H (2.75419, 0.51594, 3.86215)  0.083
H (0.34110, 0.32654, 3.36273)  0.135
H (0.68198, 0.31850, 1.61072)  0.081
H (1.71426, -3.83620, 2.31014)  0.120
H (0.22549, -5.48635, 1.20143)  0.120
H (-3.70160, -5.63199, -0.75177)  0.096
H (-3.97352, -4.35738, 0.46331)  0.096
H (-3.24237, -3.95114, -1.11466)  0.060
H (-2.63111, -2.38803, 0.51224)  0.110
H (-1.18879, -0.78677, 1.58956)  0.107

Cartesian forces (eV/Å) of the 3 atoms listed first:
C -0.1 -0.1 0.0
C 0.2 0.2 -0.1
C -0.2 0.3 0.2

Calculated values
SMILES string: C=CCn1c(CCNC(=O)c2ccc(Cl)c(Cl)c2)nnc1SCCOc1ccc(OC)cc1
HOMO in eV: -7.625
Energy above the lowest of the compared OMol25 structures with the same formula, charge and spin in eV: 0.000



Record 8
C4H9NO2 | ωB97M-V/def2-TZVPD

Last column: Löwdin charge in e.
CARTESIAN COORDINATES (ANGSTROEM)
N (0.08587, 0.15102, 2.01294)  0.161
C (0.42696, 1.23469, 1.27038)  -0.541
O (1.02801, 2.19141, 1.74107)  0.023
C (-0.06203, 1.23203, -0.19528)  -0.107
C (0.44690, 0.17538, -1.24472)  -0.130
C (-0.16156, -1.28357, -1.10573)  -0.209
O (-0.89950, -1.51776, 0.11194)  -0.111
H (0.37194, 0.12582, 2.97769)  0.108
H (-0.38430, -0.64189, 1.59490)  0.060
H (-1.15714, 1.22874, -0.16575)  0.117
H (0.23289, 2.22288, -0.55881)  0.111
H (0.04109, 0.54648, -2.17433)  0.095
H (1.52859, 0.14757, -1.15754)  0.107
H (-0.85418, -1.43367, -1.94173)  0.108
H (0.67375, -1.99763, -1.17084)  0.111
H (-1.31729, -2.38149, 0.00580)  0.099

Cartesian forces (eV/Å) of the 3 atoms listed first:
N 0.1 0.1 0.0
C 0.1 -0.1 -0.1
O -0.2 -0.4 -0.3

Calculated values
SMILES string: NC(=O)CCCO
HOMO in eV: -9.324
Energy above the lowest of the compared OMol25 structures with the same formula, charge and spin in eV: 0.964